26
Properties=species:S:1:pos:R:3:nbo_charge:R:1 method="wB97M-V/def2-TZVPD" de_lowest_kcal_mol=10.78 e_homo_ev=-14.99 lumo_ev=-2.9 total_charge=+1 gap_ev=12.0
O -1.92 1.86 2.14 -0.99
O -1.76 -1.13 2.31 -0.99
O 1.63 1.41 2.10 -0.98
N -0.40 0.19 0.49 -0.70
C 1.03 -0.22 -3.07 -0.60
C 0.17 -0.64 -1.83 -0.24
C 0.43 0.39 -0.74 -0.22
C 0.50 -2.06 -1.33 -0.65
H 0.28 1.42 -1.07 0.21
H 1.48 0.47 -0.47 0.22
H 2.14 1.06 2.84 0.50
H -2.31 -0.34 2.35 0.50
H -1.51 2.00 3.00 0.50
H -0.60 -0.76 0.81 0.47
H 1.12 -2.21 -0.44 0.22
H -2.47 2.63 1.95 0.50
H 0.11 0.64 1.25 0.47
H -2.06 -1.79 2.93 0.51
H 1.67 0.60 -2.73 0.20
H 1.07 -2.50 -2.14 0.24
H 0.37 0.28 -3.78 0.23
H 1.68 -1.00 -3.45 0.23
H 1.88 2.32 1.93 0.50
H -0.37 -2.72 -1.26 0.23
H -1.28 0.65 0.28 0.44
H -0.87 -0.54 -2.07 0.20

26
Properties=species:S:1:pos:R:3:nbo_charge:R:1 method="wB97M-V/def2-TZVPD" de_lowest_kcal_mol=16.30 e_homo_ev=-14.58 lumo_ev=-2.9 total_charge=+1 gap_ev=11.6
O 3.03 0.09 -2.87 -0.96
O -2.36 -2.81 1.07 -0.96
O 1.11 -2.34 0.15 -0.96
N 1.20 1.36 -1.16 -0.70
C 0.31 0.51 -0.28 -0.22
C -0.89 1.22 0.31 -0.27
C -1.95 0.14 0.61 -0.62
C -0.52 1.92 1.63 -0.60
H 1.00 0.02 0.40 0.24
H -2.29 0.18 1.65 0.22
H -0.16 1.16 2.31 0.21
H -2.18 -3.06 1.98 0.48
H -1.38 1.86 -0.43 0.21
H -1.62 -0.90 0.53 0.24
H 1.83 2.01 -0.69 0.43
H 1.88 -2.79 0.52 0.48
H -1.40 2.41 2.06 0.23
H 0.56 1.80 -1.82 0.43
H 1.84 0.79 -1.77 0.47
H -2.85 0.23 0.01 0.23
H 0.37 -2.75 0.61 0.49
H -0.04 -0.33 -0.88 0.24
H 0.23 2.70 1.50 0.20
H 3.68 -0.62 -2.70 0.50
H -2.95 -3.48 0.71 0.49
H 3.54 0.66 -3.47 0.50

28
Properties=species:S:1:pos:R:3:nbo_charge:R:1 method="wB97M-V/def2-TZVPD" de_lowest_kcal_mol=71.85 e_homo_ev=-13.59 lumo_ev=-2.7 total_charge=+1 gap_ev=10.9
O 3.44 0.46 0.91 -0.97
O -0.23 2.88 1.89 -0.99
O 0.81 -2.87 1.41 -0.96
O -2.16 1.70 -2.69 -0.95
O -1.43 0.19 1.17 -0.60
N 0.34 1.59 -0.39 -0.70
C -0.37 -0.76 -1.32 -0.45
C -1.02 -1.67 -0.32 -0.53
C 0.67 0.19 -0.94 -0.24
C -1.41 -1.02 0.94 0.47
H 4.17 0.50 1.54 0.49
H 0.09 2.16 -1.14 0.43
H -0.65 -2.61 0.07 0.28
H -0.49 1.44 0.22 0.49
H -2.11 -1.85 -0.90 0.26
H -2.14 0.77 -2.86 0.46
H 1.14 2.10 0.11 0.47
H -3.08 1.85 -2.27 0.49
H 0.12 -1.40 -2.19 0.26
H 1.13 -2.56 2.21 0.48
H 3.46 -0.34 0.43 0.48
H -1.51 -1.93 1.75 0.15
H -0.04 2.28 2.65 0.50
H 0.92 -3.86 1.57 0.49
H 1.49 0.29 -1.81 0.24
H -1.17 -0.45 -1.89 0.21
H 1.13 -0.39 -0.10 0.23
H -1.09 3.31 1.96 0.50

30
Properties=species:S:1:pos:R:3:nbo_charge:R:1 method="wB97M-V/def2-TZVPD" de_lowest_kcal_mol=6.51 e_homo_ev=-3.81 lumo_ev=3.1 total_charge=-1 gap_ev=6.9
S 0.73 2.47 -1.16 -0.76
O 0.37 -3.40 1.28 -0.66
O -0.41 -0.69 3.57 -0.96
O -3.56 -0.09 -1.03 -0.98
O -2.44 2.31 -0.39 -1.02
O -1.28 -1.75 -2.49 -0.96
O -0.56 1.53 1.51 -1.00
N 1.07 -1.46 0.36 -0.63
C 1.12 -2.42 1.28 0.51
C 1.99 -0.27 0.49 -0.23
C 2.49 0.18 -0.85 -0.43
C 1.43 0.82 -1.75 -0.50
H -1.56 2.68 -0.57 0.52
H -2.63 2.27 0.54 0.48
H -0.61 0.94 0.77 0.48
H 1.99 1.09 -2.64 0.20
H 0.14 2.15 1.31 0.51
H -2.02 -1.42 -1.97 0.49
H -0.76 0.15 3.28 0.49
H 1.92 -2.38 2.01 0.11
H 0.46 -1.43 -0.45 0.42
H 2.87 -0.71 -1.37 0.20
H -3.45 0.87 -1.19 0.51
H 0.52 0.26 -1.93 0.18
H 1.33 0.36 1.10 0.22
H -0.64 -1.23 2.81 0.47
H -0.96 -0.96 -2.92 0.47
H -3.65 -0.18 -0.08 0.46
H 3.33 0.87 -0.73 0.22
H 2.76 -0.55 1.22 0.19

31
Properties=species:S:1:pos:R:3:nbo_charge:R:1 method="wB97M-V/def2-TZVPD" de_lowest_kcal_mol=112.38 e_homo_ev=-5.15 lumo_ev=3.1 total_charge=-1 gap_ev=8.3
O -1.13 0.15 0.16 -0.94
O 3.11 -1.75 1.67 -0.98
O 1.34 1.17 2.68 -0.93
O 0.61 -1.69 0.81 -0.83
O -1.90 1.26 2.88 -0.97
O -2.38 -1.69 -1.22 -1.03
O -3.50 0.64 -0.75 -0.95
O -0.53 1.08 -1.81 -0.60
N 1.58 0.30 -1.98 -0.66
C 1.23 -1.35 -0.40 -0.06
C 1.17 0.21 -0.59 -0.16
C -0.28 0.90 -0.44 0.39
C 0.33 0.37 -2.67 0.09
H -0.10 1.96 -0.09 0.10
H -1.75 -1.14 -0.74 0.48
H -0.36 -1.20 0.82 0.53
H 2.25 1.12 -2.20 0.36
H -3.12 0.40 0.03 0.48
H -0.94 1.42 3.20 0.43
H 3.49 -0.91 2.07 0.47
H 2.17 -1.81 1.90 0.51
H 0.62 -1.96 -1.20 0.16
H 0.56 1.36 3.18 0.44
H -2.73 1.24 -1.02 0.49
H -1.87 0.89 1.90 0.52
H -3.09 -0.96 -1.26 0.48
H 1.01 0.61 1.96 0.49
H -0.09 -0.58 -2.91 0.17
H 2.25 -1.66 -0.47 0.20
H 0.31 0.88 -3.66 0.16
H 1.75 0.74 0.17 0.19

26
Properties=species:S:1:pos:R:3:nbo_charge:R:1 method="wB97M-V/def2-TZVPD" de_lowest_kcal_mol=15.13 e_homo_ev=-11.10 smiles=CCCC.O.O.O.O lumo_ev=0.3 total_charge=0 gap_ev=11.4
O 0.55 1.93 1.44 -0.96
O -1.26 0.86 3.49 -0.95
O 3.28 -1.27 -2.04 -0.95
O 2.73 -0.86 1.29 -0.94
C -1.36 0.49 -1.19 -0.39
C -1.68 -0.98 -1.31 -0.39
C -2.40 1.38 -1.88 -0.61
C -0.61 -1.85 -0.67 -0.62
H -0.73 -2.93 -0.61 0.22
H -1.19 0.90 -0.22 0.18
H -3.45 1.08 -1.85 0.20
H -2.17 1.38 -2.94 0.20
H 2.34 -0.03 1.58 0.48
H -1.77 -1.19 -2.38 0.20
H -0.33 2.24 1.18 0.48
H 3.74 -0.61 -2.57 0.47
H -2.63 -1.19 -0.89 0.19
H -1.34 0.43 4.35 0.47
H -2.32 2.42 -1.59 0.20
H -0.28 -1.41 0.26 0.19
H 0.68 2.13 2.36 0.48
H -0.40 0.69 -1.69 0.20
H 3.00 -0.81 -1.25 0.48
H 1.94 -1.35 1.02 0.47
H -1.86 0.36 2.92 0.47
H 0.27 -1.85 -1.33 0.22

32
Properties=species:S:1:pos:R:3:nbo_charge:R:1 method="wB97M-V/def2-TZVPD" de_lowest_kcal_mol=48.42 e_homo_ev=-5.08 lumo_ev=3.0 total_charge=-1 gap_ev=8.1
O 1.87 -1.66 3.30 -1.05
O 1.22 -0.92 -3.95 -0.97
O -1.81 1.59 -1.07 -0.64
O 1.24 -1.50 0.77 -0.90
O -0.28 -2.80 -0.72 -1.08
O -3.42 0.93 2.54 -0.95
O -1.02 -0.86 -2.35 -1.04
N -0.80 3.45 -0.27 -0.82
N -0.87 0.27 1.09 -0.87
C -1.01 2.08 -0.28 0.70
C 2.00 -0.45 0.35 -0.06
C 1.15 0.54 -0.47 -0.47
C 0.05 1.23 0.47 -0.14
H -2.91 1.58 2.10 0.47
H -0.15 3.86 0.29 0.38
H 1.77 1.25 -1.06 0.19
H 1.26 -2.17 3.72 0.44
H -1.28 -0.23 -1.74 0.48
H 0.44 -0.99 -3.39 0.50
H -0.65 -3.63 -0.27 0.47
H 0.60 1.74 1.24 0.19
H 0.50 -2.27 -0.08 0.52
H 2.75 -0.87 -0.32 0.15
H 1.59 -1.52 2.24 0.51
H 2.55 -0.17 1.28 0.15
H -1.32 -0.27 0.36 0.37
H -3.09 0.10 2.17 0.48
H -0.69 -1.77 -1.80 0.52
H 0.67 -0.17 -1.27 0.25
H -1.53 4.08 -0.60 0.39
H 1.47 -0.07 -3.94 0.45
H -0.31 -0.38 1.66 0.40

30
Properties=species:S:1:pos:R:3:nbo_charge:R:1 method="wB97M-V/def2-TZVPD" de_lowest_kcal_mol=22.26 e_homo_ev=-9.20 lumo_ev=0.2 total_charge=0 gap_ev=9.4
O 0.30 4.11 2.12 -0.95
O -2.65 1.81 0.91 -0.96
O 2.86 -1.57 2.46 -0.93
O -3.32 -0.78 -0.69 -0.95
N 0.23 -0.65 1.03 -0.63
N 1.19 1.48 0.67 -0.73
N 0.22 -1.68 -3.95 -0.81
C 0.86 -1.53 -2.64 -0.22
C -0.08 -1.37 -1.45 -0.44
C 0.45 0.69 1.32 0.30
C 0.75 -1.31 -0.14 -0.24
H 2.62 -0.70 2.09 0.47
H -3.29 -0.39 0.21 0.49
H 0.03 0.87 2.31 0.18
H -3.43 -0.04 -1.26 0.47
H -0.83 -2.17 -1.37 0.21
H 1.10 3.98 1.62 0.49
H -0.53 -2.36 -3.90 0.35
H -0.67 -1.05 1.25 0.39
H 1.56 -0.68 -2.61 0.18
H -0.77 -0.52 -1.48 0.21
H -2.48 2.44 0.19 0.47
H 2.65 -2.14 1.71 0.46
H 1.57 1.07 -0.18 0.33
H 1.00 -2.33 0.16 0.19
H 1.51 -2.40 -2.49 0.19
H -0.37 4.37 1.51 0.46
H -2.34 2.29 1.69 0.48
H -0.22 -0.78 -4.11 0.35
H 1.71 -0.94 -0.53 0.19